Formula: C11H40MnN18O11
Source: the Open Molecules 2025 dataset
Level of theory: wB97M-V/def2-TZVPD

ORCA input file:
```
! RIJCOSX wB97M-V def2-TZVPD def2/J DEFGRID3
* xyz 0 6
Mn 14.8847 -24.1013 -35.8625
O 16.6694 -23.0262 -36.1376
C 17.6856 -23.5925 -35.3497
C 17.2231 -24.5763 -34.2570
O 16.0514 -25.3083 -34.4980
H 18.2641 -22.7375 -34.9955
H 18.4144 -24.1318 -35.9749
H 17.0734 -24.0678 -33.2964
H 18.0772 -25.2341 -34.0584
C 21.3870 -25.5265 -38.7535
O 21.9076 -26.4730 -39.3290
N 21.1426 -25.6279 -37.4106
N 20.7097 -24.5214 -39.3332
H 21.3578 -26.5947 -37.2107
H 20.9433 -24.8609 -36.7969
H 20.3701 -23.7540 -38.7812
H 20.7188 -24.4631 -40.3378
C 12.4385 -26.1544 -35.2281
O 13.1767 -25.1501 -35.1489
N 11.7093 -26.5592 -36.2825
N 12.3223 -26.9810 -34.1883
H 11.0872 -27.3238 -36.1024
H 11.5936 -26.0050 -37.1129
H 12.8960 -26.8503 -33.3683
H 11.6786 -27.7488 -34.2161
C 16.7549 -24.0801 -29.1994
O 15.5741 -24.3064 -29.0175
N 17.6867 -23.9445 -28.2114
N 17.2060 -23.6196 -30.3758
H 18.6286 -23.8762 -28.5461
H 17.3396 -24.1105 -27.2834
H 18.0132 -23.0246 -30.3604
H 16.6732 -23.6016 -31.2242
C 19.7443 -28.0568 -32.9652
O 20.5767 -28.7423 -32.3752
N 19.9962 -27.2439 -34.0247
N 18.4608 -27.9403 -32.5164
H 20.9702 -27.1733 -34.2700
H 19.2503 -26.7731 -34.5031
H 18.3981 -28.5690 -31.7270
H 17.7886 -27.8535 -33.2613
C 21.7151 -23.5079 -33.2268
O 22.6157 -22.7749 -32.8206
N 20.4838 -23.5612 -32.6881
N 21.8104 -24.3916 -34.2564
H 19.9721 -24.4178 -32.8044
H 20.3578 -22.8891 -31.9493
H 22.6495 -24.2529 -34.7984
H 21.0610 -25.0247 -34.4698
C 20.0775 -20.0109 -37.0274
O 19.8706 -19.3491 -38.0424
N 21.3150 -20.1657 -36.4504
N 19.1442 -20.7952 -36.4436
H 22.0895 -19.7046 -36.8932
H 21.3883 -20.9299 -35.8039
H 18.3477 -20.7885 -37.0755
H 19.1027 -21.3941 -35.6431
C 16.6137 -20.7756 -38.9208
O 16.4734 -20.2331 -40.0094
N 16.4418 -20.2129 -37.6865
N 17.2148 -21.9782 -38.7991
H 16.4456 -20.8399 -36.8930
H 15.8807 -19.3875 -37.5606
H 17.6524 -22.4261 -39.5826
H 17.2509 -22.4078 -37.8792
C 19.0885 -20.6788 -32.2930
O 18.1291 -21.4520 -32.3184
N 19.8671 -20.4854 -31.2467
N 19.4493 -19.8974 -33.3607
H 19.7161 -21.0218 -30.4084
H 20.6982 -19.9202 -31.2338
H 18.7419 -19.8866 -34.0806
H 19.9868 -19.0479 -33.3414
C 14.5695 -27.0052 -31.5344
O 14.0030 -27.4824 -30.5469
N 15.0095 -25.7653 -31.7244
N 15.0138 -27.7723 -32.5911
H 15.4824 -25.7119 -32.6134
H 14.8254 -24.9566 -31.1524
H 14.9712 -28.7712 -32.4880
H 15.6459 -27.2647 -33.1862
*
```

Expectation value of S²: 8.757
HOMO (spin up / spin down) (eV): -9.3 / -9.3
Relative energy (zero: lowest compared OMol25 entry of this formula, charge and spin) (kcal per mole): 70.7
LUMO energy (spin up / spin down) (eV): -1.13 / -1.80

Mulliken population analysis, charges in e, atoms 1 to 5: 0.94, -0.99, 1.09, 0.91, -0.89


Formula: H5O2S
Source: the Open Molecules 2025 dataset
Level of theory: wB97M-V/def2-TZVPD

ORCA input file:
```
! RIJCOSX wB97M-V def2-TZVPD def2/J DEFGRID3
* xyz -1 1
S -1.4058 0.0661 0.7289
H -0.6706 -0.4887 1.6885
H 1.9462 1.6089 0.3338
H 0.8326 1.7425 1.2554
O 1.6434 2.2128 0.9896
H -0.6329 -1.7260 -2.4198
H -0.7500 -1.3405 -0.9818
O -0.9630 -2.0750 -1.5944
*
```

HOMO (eV): -3.2
Relative energy (zero: lowest compared OMol25 entry of this formula, charge and spin) (kcal per mole): 5.8
LUMO energy (eV): 4.21

natural (NBO) population analysis, charges in e, atoms 1 to 5: -1.03, 0.09, 0.46, 0.50, -0.97


Formula: C28H24CuN3S2
Source: the Open Molecules 2025 dataset
Level of theory: wB97M-V/def2-TZVPD

ORCA input file:
```
! RIJCOSX wB97M-V def2-TZVPD def2/J DEFGRID3
* xyz -1 2
Cu -0.2888 0.1008 0.4714
C 0.1953 -4.1002 2.1877
C -0.3071 -2.7298 1.7770
S 0.9661 -1.5964 1.3125
C -1.6127 -2.4173 1.7809
C -2.6862 -3.3966 2.1683
S -2.2249 -0.8153 1.3454
H 1.2798 -4.1436 2.0965
H -0.2202 -4.8919 1.5566
H -0.0593 -4.3400 3.2247
H -2.2878 -4.3776 2.4296
H -3.3991 -3.5241 1.3489
H -3.2579 -3.0233 3.0235
C -2.0400 3.9053 -0.3581
C -2.4366 3.8239 -1.6862
C -2.2322 2.6398 -2.3713
C -1.6271 1.5446 -1.7453
C -1.1946 1.6068 -0.4092
C -1.4363 2.8168 0.2533
C -1.4304 0.2808 -2.5035
C -2.1080 0.0358 -3.7410
C -1.9133 -1.1347 -4.3971
C -1.0503 -2.1149 -3.8477
C -0.8094 -3.3673 -4.4566
C 0.0272 -4.2712 -3.8644
C 0.6508 -3.9573 -2.6363
C 0.4327 -2.7547 -2.0237
C -0.4264 -1.8033 -2.6243
N -0.6266 -0.6148 -1.9856
H -2.1958 4.8235 0.1988
H -2.9018 4.6683 -2.1806
H -2.5368 2.5895 -3.4092
H -1.1432 2.9183 1.2916
H -2.7849 0.7744 -4.1421
H -2.4189 -1.3375 -5.3353
H -1.3070 -3.5994 -5.3920
H 0.2064 -5.2336 -4.3279
H 1.3024 -4.6840 -2.1665
H 0.8758 -2.5041 -1.0660
N 2.0928 1.3914 -0.4517
C 2.6573 2.0302 0.6152
C 3.8575 2.7026 0.4898
C 4.4373 3.3930 1.5667
C 3.8373 3.4216 2.7922
C 2.6005 2.7553 2.9640
C 1.9246 2.7412 4.2082
C 0.7295 2.1011 4.3290
C 0.1826 1.4713 3.1906
N 0.7790 1.4681 2.0305
C 1.9867 2.0786 1.8882
H 2.6812 1.2157 -1.2484
H 1.4258 0.6463 -0.2982
H 4.3639 2.6895 -0.4684
H 5.3821 3.8999 1.4113
H 4.2851 3.9380 3.6320
H 2.3798 3.2439 5.0543
H 0.1946 2.0666 5.2685
H -0.7705 0.9498 3.2296
*
```

Expectation value of S²: 0.755
HOMO (spin up / spin down) (eV): -3.1 / -3.1
Relative energy (zero: lowest compared OMol25 entry of this formula, charge and spin) (kcal per mole): 0.0
LUMO energy (spin up / spin down) (eV): 2.81 / 2.81

natural (NBO) population analysis, charges in e, atoms 1 to 5: 1.05, -0.65, -0.19, -0.48, -0.20


Formula: C6H9ClINS
Source: the Open Molecules 2025 dataset
Level of theory: wB97M-V/def2-TZVPD

ORCA input file:
```
! RIJCOSX wB97M-V def2-TZVPD def2/J DEFGRID3
* xyz 0 1
C -1.6393 2.9045 0.3856
C -1.9698 0.9568 -1.2551
C 1.3003 -0.5353 0.5549
C 0.1279 -1.2683 -0.1570
C 2.6341 -0.9773 0.0527
C -1.1328 -0.8497 0.6110
N -1.0934 2.4799 1.2811
S -2.3909 0.0033 0.0238
Cl 2.7448 -0.8823 -1.7489
I -1.4474 -1.8227 2.4342
H -2.0072 3.3544 -0.6118
H -2.9335 1.4310 -1.6187
H -1.1318 0.9264 -1.9325
H 1.2148 -0.7672 1.6961
H 0.9947 0.5298 0.4909
H 0.1388 -1.0007 -1.1809
H 0.1375 -2.3280 0.0317
H 3.5110 -0.2804 0.4449
H 2.9422 -1.8740 0.4980
*
```

HOMO (spin up / spin down) (eV): -7.6 / -7.6
Relative energy (zero: lowest compared OMol25 entry of this formula, charge and spin) (kcal per mole): 0.0
LUMO energy (spin up / spin down) (eV): -0.02 / -0.01

natural (NBO) population analysis, charges in e, atoms 1 to 5: 0.07, -0.90, -0.43, -0.47, -0.36


Formula: C7H26AgN7O7Y
Source: the Open Molecules 2025 dataset
Level of theory: wB97M-V/def2-TZVPD

ORCA input file:
```
! RIJCOSX wB97M-V def2-TZVPD def2/J DEFGRID3
* xyz 1 1
Ag 14.6041 17.3697 19.3630
Y 11.0290 18.0214 18.7385
O 12.3796 16.1612 19.0082
H 12.2355 15.7366 19.8762
O 12.8707 18.8936 19.6516
H 13.2290 19.7022 20.0667
O 10.0798 17.6485 20.6813
H 10.3433 17.0004 21.3633
C 9.6346 15.2508 16.8927
O 9.8548 16.0412 17.7886
N 9.4869 15.6691 15.6284
N 9.7032 13.9703 16.9249
H 9.6187 16.6249 15.3297
H 9.3113 14.9891 14.9025
H 9.8287 13.4894 16.0456
H 9.9218 13.5317 17.8080
C 13.5418 14.1571 16.4665
O 14.1220 13.3755 15.6858
N 13.5436 15.4537 16.3971
N 12.7448 13.7321 17.3969
H 13.0117 15.9135 17.1221
H 13.9212 15.8316 15.5399
H 12.4404 12.7992 17.6361
H 12.3822 14.4536 18.0036
C 10.6683 13.8148 20.9588
O 11.4337 12.9413 21.3601
N 9.7310 13.6806 20.0592
N 10.6141 15.0763 21.3938
H 9.0072 14.3665 19.8986
H 9.5551 12.8134 19.5722
H 9.9821 15.7495 20.9845
H 11.2289 15.4405 22.1076
C 15.3952 13.3664 21.5395
C 15.7775 14.7306 20.8111
C 16.1895 14.6047 19.3468
O 16.7081 15.9340 18.9263
C 17.0882 16.0463 17.5964
N 14.6779 15.6639 20.9828
H 14.4201 12.9626 21.2672
H 15.2552 13.5885 22.5975
H 16.1990 12.6350 21.4553
H 16.7078 15.0631 21.2714
H 15.3370 14.2603 18.7613
H 17.0191 13.9341 19.1227
H 17.5460 17.0087 17.3675
H 16.2228 15.9689 16.9383
H 17.7644 15.2547 17.2737
H 14.6005 15.7567 21.9856
H 13.7809 15.2892 20.7088
*
```

HOMO (eV): -11.9
LUMO energy (eV): -4.44

Mulliken population analysis, charges in e, atoms 1 to 5: 0.34, 1.44, 0.75, -0.28, -0.71


Formula: C3H3FN2
Source: the Open Molecules 2025 dataset
Level of theory: wB97M-V/def2-TZVPD

ORCA input file:
```
! RIJCOSX wB97M-V def2-TZVPD def2/J DEFGRID3
* xyz 0 1
C 1.0944 1.2137 0.5351
C 0.9849 -0.0003 -0.0554
C -1.4078 -0.1714 0.0204
N 1.0537 2.3100 0.8896
N 1.7436 -0.8676 -0.5015
F 1.1504 -2.0075 -1.0609
H -1.3023 0.4599 -0.7982
H -1.6776 0.2892 0.9053
H -1.6394 -1.2258 0.0656
*
```

HOMO (spin up / spin down) (eV): -9.8 / -9.8
Relative energy (zero: lowest compared OMol25 entry of this formula, charge and spin) (kcal per mole): 141.7
LUMO energy (spin up / spin down) (eV): -1.42 / -1.41

natural (NBO) population analysis, charges in e, atoms 1 to 5: 0.16, 0.11, -0.40, -0.24, 0.00


Number 1: total energy -92727.2329 eV. Number 2: total energy -15012.8676 eV. Number 3: total energy -100208.6809 eV. Number 4: total energy -39312.1695 eV. Number 5: total energy -37484.1967 eV. Number 6: total energy -8850.9323 eV.